## i
21
Properties=species:S:1:pos:R:3:mulliken_charge:R:1 method="wB97M-V/def2-TZVPD" smiles="CC(C)[C@H](N)C=O.O" homo_ha=-0.334 e_lumo_ev=0.8515 orbital_gap_ev=9.94
C 1.76 -0.17 0.91 -1.32
C 0.39 -0.06 0.20 0.99
C -0.71 0.50 1.11 -1.73
C 0.46 0.63 -1.17 -0.01
N 0.51 2.08 -1.10 -0.47
C -0.69 0.16 -2.06 -0.24
O -1.01 -0.99 -2.18 -0.49
H 1.71 0.32 1.89 0.31
H 2.03 -1.21 1.07 0.30
H 2.52 0.36 0.33 0.32
H 0.06 -1.07 -0.03 -0.12
H -0.52 1.54 1.38 0.51
H -0.73 -0.06 2.04 0.43
H -1.70 0.42 0.67 0.36
H 1.37 0.30 -1.65 0.46
H 1.25 2.52 -1.61 0.19
H 0.01 2.55 -0.37 0.14
H -1.25 0.95 -2.60 0.36
O -1.72 -2.80 1.42 -0.61
H -2.30 -3.53 1.18 0.31
H -1.45 -2.42 0.57 0.32



## ii
21
Properties=species:S:1:pos:R:3:mulliken_charge:R:1 method="wB97M-V/def2-TZVPD" homo_ha=-0.310 e_lumo_ev=0.8506 orbital_gap_ev=9.28
H 1.04 -0.23 -2.83 0.22
N 0.53 -0.23 -1.85 -0.56
C 0.85 0.25 -0.71 0.51
C -0.01 -0.58 0.16 -0.66
C 1.75 1.36 -0.26 -0.31
C 1.17 2.04 0.62 0.00
C 1.59 3.22 1.44 -1.11
H -0.69 0.03 0.86 0.27
H -0.81 -1.07 -0.37 0.14
H 0.61 -1.35 0.78 0.17
H 2.82 1.30 -0.52 0.32
H 0.05 2.02 0.58 0.18
H 2.44 3.91 1.33 0.35
H 1.62 3.00 2.51 0.26
H 0.83 4.04 1.25 0.26
O -3.10 -1.94 -2.47 -0.66
H -3.16 -1.88 -1.57 0.30
H -2.57 -1.75 -3.30 0.35
O -1.61 -3.89 1.14 -0.54
H -1.32 -4.66 1.35 0.25
H -2.05 -3.58 1.87 0.30



Least stable = ii



## i
21
Properties=species:S:1:pos:R:3:mulliken_charge:R:1 method="wB97M-V/def2-TZVPD" smiles="CCC(=O)N(C)C.O" homo_ha=-0.347 e_lumo_ev=0.6413 orbital_gap_ev=10.08
C -0.85 1.02 1.94 -1.22
C 0.25 0.04 1.57 -0.35
C 0.54 -0.37 0.21 0.38
O 1.54 -0.93 -0.16 -0.73
N -0.49 -0.11 -0.70 0.11
C -0.13 -0.30 -2.11 -0.89
C -1.65 -0.77 -0.23 -0.75
H -0.60 1.67 2.78 0.37
H -1.82 0.58 2.12 0.34
H -0.98 1.67 1.07 0.35
H 0.99 -0.26 2.30 0.50
H -0.45 -1.09 1.54 0.46
H 0.65 0.42 -2.34 0.32
H -1.04 0.00 -2.64 0.37
H 0.16 -1.31 -2.39 0.30
H -2.47 -0.05 -0.29 0.32
H -1.20 -0.67 0.83 -0.20
H -1.83 -1.79 -0.54 0.31
O 3.01 0.94 -1.31 -0.65
H 2.52 0.28 -0.77 0.40
H 3.86 1.02 -0.88 0.27



## ii
21
Properties=species:S:1:pos:R:3:mulliken_charge:R:1 method="wB97M-V/def2-TZVPD" homo_ha="-0.254 / -0.254" e_lumo_ev="0.7362 / 0.7362" orbital_gap_ev="7.66 / 7.66"
C 0.99 0.89 -0.81 0.02
C -0.05 -0.63 0.49 0.50
C -0.06 0.60 1.13 -0.70
C 2.22 0.05 -1.07 -1.38
C -1.23 -1.15 -0.24 -1.27
N 0.21 1.12 -1.95 -0.51
O -1.01 -0.31 2.71 -0.54
O -2.43 -0.26 2.38 -0.41
H -2.81 -0.75 3.12 0.29
H 1.24 1.84 -0.34 0.42
H 0.72 -1.33 0.77 0.39
H -0.03 0.30 -2.48 0.23
H -0.58 1.73 -1.82 0.29
H -0.87 1.30 0.94 0.25
H 0.76 0.90 1.76 0.37
H 2.77 -0.13 -0.14 0.31
H 2.89 0.57 -1.76 0.40
H 1.96 -0.91 -1.51 0.36
H -1.00 -2.03 -0.83 0.34
H -1.69 -0.39 -0.87 0.29
H -2.00 -1.40 0.51 0.36



Least stable = ii